{
  "formula": "C4H6N2S2",
  "method": "the ωB97M-V functional and the def2-TZVPD basis",
  "e_lumo_ev": -1.30,
  "energy_ha": -1061.70021,
  "molar_mass_da": 146.2,
  "orbital_gap_ev": 7.00,
  "species": ["C", "C", "C", "C", "H", "H", "H", "H", "H", "H", "N", "N", "S", "S"],
  "xyz": [[1.011279, 1.154857, -0.236878], [-0.066603, 1.832883, 0.412624], [-0.276683, -0.782548, -0.054145], [-1.422293, -0.370410, -0.779761], [1.574912, -1.817115, 1.045092], [2.154938, 1.585217, -0.553623], [-0.081873, 2.894784, 0.558286], [-0.824765, 1.387472, 1.071933], [-0.912049, -2.489907, 0.810354], [-1.380276, 0.155809, -1.757842], [0.841388, -0.097666, -0.477903], [-0.009424, -1.816991, 0.642502], [2.254487, -1.021907, -0.407575], [-2.863036, -0.614480, -0.273065]],
  "atomic_forces_ev_per_a": [[-0.54, 7.18, 1.84], [2.69, -0.56, -0.61], [2.13, -0.92, -0.36], [-0.77, 1.34, -1.72], [0.38, 1.52, -2.81], [-3.90, -0.85, 0.76], [0.44, 0.44, -0.32], [0.49, -0.51, -0.79], [2.63, 2.30, -0.42], [1.08, -0.37, 0.77], [1.61, -4.21, -0.55], [-4.11, -2.48, 1.00], [1.31, -1.95, 2.01], [-3.44, -0.92, 1.20]]
}